Record 1
{
  "formula": "C10H13MoNPS",
  "method": "ωB97M-V/def2-TZVPD",
  "homo_energy_ha": [-0.3822, -0.3739],
  "total_charge": 1,
  "spin_multiplicity": 3,
  "species": ["C", "C", "C", "C", "C", "Mo", "P", "H", "H", "H", "H", "H", "H", "H", "H", "S", "C", "N", "C", "C", "C", "C", "H", "H", "H", "H", "H"],
  "positions_angstrom": [[1.552, 0.971, -1.171], [2.190, -0.305, -0.948], [2.552, -0.416, 0.422], [2.223, 0.803, 1.088], [1.533, 1.671, 0.157], [-0.007, 0.102, 0.142], [-1.567, -0.270, -1.589], [1.342, 1.440, -2.109], [2.333, -1.056, -1.722], [2.934, -1.312, 0.898], [1.252, 2.694, 0.313], [2.380, 1.050, 2.136], [-2.415, -1.410, -1.587], [-1.103, -0.306, -2.933], [-2.528, 0.779, -1.684], [-0.058, -0.883, 2.262], [-1.757, -1.142, 2.261], [-2.139, -2.437, 2.491], [-3.446, -2.826, 2.438], [-4.411, -1.882, 2.149], [-4.049, -0.549, 1.933], [-2.715, -0.167, 2.003], [-1.402, -3.118, 2.679], [-3.636, -3.878, 2.629], [-5.453, -2.190, 2.094], [-4.813, 0.191, 1.706], [-2.362, 0.845, 1.815]]
}

***

Record 2
{
  "formula": "C5H35NO12",
  "method": "ωB97M-V/def2-TZVPD",
  "smiles": "CC(C)CNCO.O.O.O.O.O.O.O.O.O.O.O",
  "homo_energy_ha": -0.3793,
  "e_above_lowest_kj_mol": 281.9,
  "species": ["C", "C", "C", "C", "N", "C", "O", "H", "H", "H", "H", "H", "H", "H", "H", "H", "H", "H", "H", "H", "O", "H", "H", "O", "H", "H", "O", "H", "H", "O", "H", "H", "O", "H", "H", "O", "H", "H", "O", "H", "H", "O", "H", "H", "O", "H", "H", "O", "H", "H", "O", "H", "H"],
  "positions_angstrom": [[-2.421, 1.448, -0.103], [-1.103, 1.787, -0.834], [-1.353, 1.944, -2.351], [-0.194, 0.619, -0.520], [1.012, 0.397, -1.342], [2.245, 0.340, -0.581], [2.472, 1.510, 0.219], [-2.490, 1.972, 0.851], [-2.651, 0.398, -0.016], [-3.388, 1.790, -0.511], [-0.871, 2.717, -0.320], [-2.245, 2.525, -2.537], [-1.377, 0.964, -2.822], [-0.557, 2.593, -2.734], [0.105, 0.723, 0.525], [-0.744, -0.312, -0.575], [1.182, 1.163, -1.984], [3.018, 0.234, -1.322], [2.202, -0.404, 0.206], [2.218, 2.334, -0.251], [1.533, 3.980, -0.177], [0.941, 4.230, 0.555], [2.296, 4.494, 0.122], [2.248, 2.942, 2.480], [2.975, 2.750, 3.077], [2.257, 2.292, 1.743], [0.417, -2.113, 2.324], [-0.416, -2.600, 2.382], [0.819, -2.566, 1.563], [-2.867, -3.282, 0.017], [-2.915, -2.530, 0.617], [-2.832, -2.968, -0.896], [-1.529, -2.663, -2.325], [-0.899, -2.703, -3.072], [-1.051, -2.018, -1.790], [-2.670, -0.864, 1.861], [-3.314, -0.688, 2.566], [-1.840, -0.776, 2.352], [2.046, -2.933, 0.280], [2.994, -2.728, 0.313], [1.971, -2.744, -0.672], [3.064, -0.994, 3.042], [3.040, -1.909, 2.762], [2.292, -0.509, 2.744], [-3.624, -0.826, -2.793], [-2.775, -1.297, -2.763], [-3.636, -0.135, -2.120], [-0.237, 1.703, 3.092], [0.197, 2.403, 3.580], [0.283, 1.369, 2.363], [0.894, -1.945, -3.082], [1.719, -2.015, -3.567], [0.864, -1.123, -2.562]]
}

***

Record 3
{
  "formula": "C4H6N2O",
  "method": "ωB97M-V/def2-TZVPD",
  "smiles": "Nc1[nH]ccc1O",
  "homo_energy_ha": -0.2738,
  "e_above_lowest_kj_mol": 197.7,
  "species": ["N", "C", "N", "C", "C", "C", "O", "H", "H", "H", "H", "H", "H"],
  "positions_angstrom": [[1.924, 0.731, -0.128], [0.614, 0.194, -0.294], [-0.374, 1.093, -0.597], [-1.561, 0.666, -0.066], [-1.349, -0.536, 0.567], [-0.028, -0.911, 0.253], [0.480, -2.194, 0.275], [2.584, 0.005, 0.133], [1.846, 1.317, 0.707], [-0.199, 1.980, -1.039], [-2.512, 1.055, -0.383], [-2.031, -1.039, 1.241], [0.606, -2.371, -0.669]]
}

***

| no. | electronic energy (Eh) |
| --- | --- |
| 1 | -1251.02151 |
| 2 | -1169.09850 |
| 3 | -340.71962 |